No. 1
# C24H15F5IrN6OSbSe5Te

A structure of composition C24H15F5IrN6OSbSe5Te at a distorted geometry (ωB97M-V with the def2-TZVPD basis set, the Open Molecules 2025 dataset).

Summary:
Net charge: -1
2S+1: 2
Energy above the lowest of the compared OMol25 structures with the same formula, charge and spin, eV: 4.810
<S²>: 0.7634
E_LUMO (spin up / spin down), eV: 0.29 / 0.32
Kohn-Sham gap (spin up / spin down), eV: 5.482 / 5.373
Molar mass, Da: 1334.792

Geometry as XYZ:
```
59
Properties=species:S:1:pos:R:3:lowdin_spin:R:1
Ir -0.212 -0.120 0.510 0.6290
Te 1.223 -0.012 -2.335 -0.0020
Sb -1.251 -3.795 0.522 0.0015
Se -3.571 -4.492 0.760 -0.0119
Se -4.900 2.858 -5.129 0.0001
Se -0.954 -1.711 2.067 0.1364
Se 0.164 -1.963 -1.018 0.0600
Se 0.284 -5.519 1.160 -0.0010
F 2.610 -1.252 -1.831 -0.0001
F 2.838 0.763 -2.923 0.0010
F 1.216 -0.968 -3.923 -0.0008
F -0.789 -0.091 -2.696 -0.0012
F 0.669 1.573 -3.225 0.0009
O 1.274 0.825 -0.652 0.0678
N -3.481 3.483 -4.257 0.0001
N 1.989 0.811 2.376 -0.0046
N 1.772 -0.256 1.810 -0.0021
N -1.052 1.938 -0.408 0.0674
N -5.119 1.464 -4.045 0.0000
N -2.740 -0.060 -0.147 0.0258
C -1.256 3.869 -2.371 -0.0001
C -2.170 2.826 -2.313 0.0024
C -4.004 0.565 -2.074 0.0004
C -1.454 2.883 3.468 -0.0004
C -2.961 0.752 -1.178 0.0028
C -1.547 1.816 2.578 0.0009
C -3.255 2.658 -3.279 0.0006
C 4.946 -2.457 0.212 0.0004
C 3.786 -3.092 0.627 0.0002
C 2.897 -0.978 1.309 -0.0005
C -0.216 3.287 3.966 0.0018
C -0.194 2.954 -0.456 0.0037
C -3.566 -1.076 0.037 0.0038
C 0.923 2.589 3.605 -0.0005
C -4.168 1.532 -3.160 0.0002
C -0.268 3.948 -1.419 0.0022
C 5.087 -1.083 0.364 -0.0002
C -4.613 -1.372 -0.834 0.0016
C 0.815 1.521 2.717 0.0000
C -0.404 1.153 2.145 -0.0028
C -2.033 1.876 -1.306 0.0076
C 4.064 -0.336 0.917 0.0001
C 2.757 -2.349 1.181 0.0018
C -4.831 -0.540 -1.906 0.0002
H 0.467 4.741 -1.430 0.0003
H 4.129 0.739 1.008 0.0000
H -2.357 3.406 3.767 -0.0001
H 1.900 2.836 4.007 -0.0001
H 3.656 -4.159 0.502 0.0000
H -3.410 -1.679 0.916 0.0041
H -1.336 4.594 -3.172 0.0000
H -5.202 -2.259 -0.649 0.0000
H 5.739 -3.030 -0.253 0.0000
H 0.578 2.965 0.301 0.0010
H 5.984 -0.587 0.018 0.0000
H 1.854 -2.835 1.530 0.0020
H -0.147 4.132 4.642 0.0001
H -5.626 -0.717 -2.621 0.0000
H -2.518 1.509 2.205 0.0001
```

No. 2
# C34H35FIrNO2P2Si

A structure of composition C34H35FIrNO2P2Si (ωB97M-V with the def2-TZVPD basis set, the Open Molecules 2025 dataset).

Summary:
Net charge: +2
2S+1: 5
<S²>: 6.0448
E_LUMO (spin up / spin down), eV: -5.51 / -6.85
Kohn-Sham gap (spin up / spin down), eV: 6.903 / 7.011
Molar mass, Da: 790.908

Geometry as XYZ:
```
77
Properties=species:S:1:pos:R:3:lowdin_spin:R:1
Ir -0.443 0.279 0.198 2.4212
P 2.537 0.982 -1.132 0.0171
P 0.376 2.974 -1.637 0.0575
Si -3.297 0.645 1.221 0.0383
F -0.144 -2.217 0.204 0.0731
O -0.092 2.353 -0.314 0.1228
O 1.541 0.076 -0.399 0.1147
N -2.238 -0.525 0.754 0.1100
C 1.636 1.915 -2.404 0.0040
C -3.105 2.432 -1.827 0.0449
C -2.796 4.306 -4.622 0.0134
C 1.124 4.552 -1.280 0.0176
C -0.704 3.131 -4.154 0.0275
C 5.120 0.118 -1.616 0.0008
C 6.061 -0.623 -2.317 0.0001
C 4.107 3.187 -0.641 0.0003
C -2.794 -4.662 0.006 0.0081
C -3.729 -2.504 0.514 0.0086
C 1.563 5.361 -2.330 0.0039
C -2.269 3.662 -2.270 0.0581
C 3.309 2.186 -0.079 0.0023
C -2.466 -1.917 0.500 0.0161
C -2.538 2.120 1.996 0.0212
C 5.663 -1.438 -3.366 0.0005
C -1.660 3.591 -5.079 0.3063
C 4.539 4.044 1.562 0.0000
C 2.145 6.587 -2.054 0.0002
C -5.093 0.582 0.972 0.0049
C -3.893 -3.857 0.265 -0.0008
C 3.775 0.034 -1.975 0.0022
C -3.061 4.412 -3.300 0.2267
C 2.278 7.008 -0.734 0.0017
C -1.524 -4.107 -0.008 -0.0001
C 3.134 2.113 1.300 0.0000
C 1.828 6.209 0.309 0.0011
C 4.716 4.117 0.183 0.0003
C 1.247 4.977 0.041 0.0041
C -1.400 -2.762 0.235 0.0127
C 4.320 -1.534 -3.718 0.0000
C -0.923 3.216 -2.806 0.2060
C 3.753 3.046 2.120 0.0001
C 3.374 -0.803 -3.023 0.0004
H 0.900 4.343 0.847 0.0005
H -2.597 2.025 3.086 0.0009
H 4.268 3.235 -1.714 0.0000
H -4.887 -4.283 0.274 -0.0001
H 2.332 2.526 -2.982 0.0009
H -3.058 3.037 1.710 0.0018
H -1.487 2.227 1.729 0.0080
H -5.500 1.593 1.010 0.0003
H 3.630 2.987 3.194 0.0000
H -4.009 2.759 -1.304 0.0014
H 1.440 5.043 -3.361 -0.0003
H 5.335 4.894 -0.247 0.0000
H 5.028 4.766 2.204 0.0000
H -2.126 4.289 -1.382 0.0156
H 4.016 -2.180 -4.531 0.0000
H 2.486 7.219 -2.863 0.0000
H 5.432 0.749 -0.794 0.0000
H -2.510 1.793 -1.169 0.0023
H 2.325 -0.896 -3.284 0.0000
H -2.921 -5.719 -0.180 0.0005
H 0.237 2.746 -4.535 -0.0037
H 2.725 7.970 -0.521 0.0001
H -4.598 -1.895 0.731 0.0002
H -3.909 4.991 -2.952 0.0114
H -0.640 -4.700 -0.204 0.0001
H 1.149 1.196 -3.067 -0.0003
H 6.402 -2.012 -3.911 0.0000
H -5.338 0.124 0.013 0.0004
H 7.106 -0.564 -2.040 0.0000
H -3.402 1.847 -2.698 0.0005
H -5.575 -0.004 1.761 0.0008
H -3.435 4.797 -5.345 -0.0049
H -1.485 3.468 -6.139 0.0157
H 1.929 6.546 1.332 0.0001
H 2.525 1.324 1.726 -0.0001
```

No. 3
# C6H8

An isolated molecule of C6H8 at a distorted geometry (ωB97M-V with the def2-TZVPD basis set, the Open Molecules 2025 dataset).

Summary:
Net charge: 0
Energy above the lowest of the compared OMol25 structures with the same formula, charge and spin, eV: 2.209
Structure (SMILES): C#CCC1CC1
E_LUMO, eV: 1.09
Kohn-Sham gap, eV: 10.875
Molar mass, Da: 80.130

Geometry as XYZ:
```
14
Properties=species:S:1:pos:R:3:nbo_charge:R:1
C 1.884 -0.573 -0.026 0.0089
C -0.273 0.785 -0.157 -0.2226
C -1.296 -0.108 -0.792 -0.4166
C 0.838 0.163 0.681 -0.4843
C -1.684 0.768 0.366 -0.4162
C 2.537 -1.536 -0.345 -0.2651
H -1.189 -1.174 -0.617 0.2152
H 0.549 -0.746 1.223 0.2489
H -1.851 0.299 1.331 0.2121
H 3.263 -2.199 -0.738 0.2323
H 1.224 0.879 1.419 0.2348
H -1.669 0.149 -1.780 0.2175
H -0.002 1.672 -0.733 0.2186
H -2.331 1.621 0.168 0.2164
```

| no. | energy (eV) |
| --- | --- |
| 1 | -393109.120 |
| 2 | -73408.916 |
| 3 | -6348.575 |